ORCA calculation (wB97M-V/def2-TZVPD) on 4 unconnected molecules or ions with the total composition C31H62FO7S3.

```
104
Properties=species:S:1:pos:R:3:forces:R:3
C 3.6715 2.0229 -1.1560 -0.70 -0.16 1.23
C 2.3273 1.7786 -1.9106 0.35 -0.10 -1.04
C 1.9589 0.2701 -2.1646 1.40 0.58 -0.02
C 2.2436 -0.7407 -0.9896 -1.49 -1.58 0.08
C 2.5532 -2.1333 -1.6922 0.39 1.05 0.08
C 1.0531 -1.0183 0.0121 -1.22 1.10 -0.56
C -0.2837 -1.3289 -0.7802 1.08 -1.37 0.67
C -1.3480 -2.0042 0.1774 -0.17 2.02 -0.04
C -2.6893 -1.1703 0.1545 -0.27 -1.69 -0.14
C -3.7918 -1.7945 -0.7903 -0.13 1.00 1.56
C -5.1713 -1.1371 -0.3663 0.22 0.05 -0.82
C -5.4070 0.2220 -1.1428 0.42 -0.50 1.06
C -5.0959 1.4261 -0.1845 -0.35 0.75 -1.01
C -5.0435 2.7637 -1.0147 0.34 -0.72 -0.17
C -3.7646 2.8038 -1.9266 -0.46 0.05 1.00
O -2.7498 3.5447 -1.2295 0.12 -0.63 -0.61
C -1.4875 2.8394 -1.3083 -0.41 0.73 0.02
C 0.6828 0.2693 0.8577 0.59 -0.81 0.64
C 1.3859 0.3170 2.2710 0.30 -0.43 -1.35
C 2.7745 -0.3631 2.3196 -0.24 1.22 0.72
F 1.6203 1.7107 2.5504 -0.12 -0.25 0.37
H 4.1893 2.9645 -1.4394 -0.25 -0.68 -0.12
H 4.3570 1.1367 -1.1750 -0.60 0.85 -0.32
H 3.4100 2.1536 -0.0769 0.39 -0.19 -0.59
H 2.4402 2.2569 -2.9179 -0.27 -0.30 0.58
H 1.4701 2.2911 -1.4340 0.62 -0.14 0.03
H 0.9174 0.2467 -2.5462 0.44 -0.29 0.44
H 2.6007 -0.0521 -3.0298 -0.44 0.25 0.49
H 3.1398 -0.5166 -0.3832 -0.42 0.38 -0.55
H 2.4754 -2.9686 -0.9707 -0.10 0.48 -0.43
H 1.8565 -2.2429 -2.5479 0.38 -0.31 0.46
H 3.5919 -2.0859 -2.0959 -0.49 -0.21 0.02
H -0.7071 -0.4121 -1.2706 -0.17 -0.41 0.18
H -0.0994 -2.0770 -1.5910 0.02 0.70 0.34
H -1.5039 -3.0770 -0.0499 -0.09 0.57 -0.04
H -0.9858 -1.9528 1.2303 0.11 -0.08 -0.81
H -2.5335 -0.1093 -0.1239 0.18 -0.58 0.29
H -3.1021 -1.2258 1.1920 0.08 0.30 -0.70
H -3.5686 -1.5901 -1.8604 -0.13 -0.32 0.63
H -3.7855 -2.8840 -0.5956 -0.14 0.51 -0.33
H -5.9932 -1.8725 -0.5054 0.24 0.52 -0.06
H -5.1504 -0.8674 0.7129 0.00 -0.51 -0.58
H -4.7023 0.2107 -1.9997 -0.49 0.24 0.36
H -6.4378 0.3063 -1.5465 0.50 0.04 0.27
H -4.1223 1.3099 0.3290 -0.45 -0.16 -0.29
H -5.8751 1.5006 0.6091 0.42 -0.14 -0.52
H -5.9538 2.8297 -1.6555 0.49 0.03 0.47
H -4.9979 3.6463 -0.3451 -0.08 -0.42 -0.44
H -3.3464 1.7866 -2.0893 -0.60 0.46 -0.12
H -4.0296 3.2628 -2.9029 0.45 -0.10 0.40
H -1.3209 2.5410 -2.3655 0.23 0.02 0.65
H -1.5196 1.9562 -0.6364 0.29 0.42 -0.46
H -0.7199 3.5723 -0.9873 -0.31 -0.66 -0.14
H -0.4135 0.3169 1.0785 0.63 -0.07 -0.31
H 0.9397 1.2326 0.3515 -0.07 -0.33 0.28
H 0.7185 -0.0638 3.0724 0.31 0.26 -0.38
H 2.7465 -1.4355 2.0706 -0.12 0.62 -0.03
H 3.4370 0.2047 1.6400 -0.37 -0.57 0.23
H 3.1825 -0.1841 3.3470 -0.20 -0.35 -0.58
C 0.9694 4.4622 5.4584 0.09 -0.03 -0.01
C 1.4911 3.0293 5.3196 -0.02 0.06 -0.05
C 2.4327 2.7696 6.5006 0.05 -0.22 -0.37
S 1.8690 3.8248 7.8339 -0.17 -0.22 -0.15
O 2.8907 4.8092 8.1105 -0.10 -0.11 0.25
O 1.2913 3.0119 8.8809 0.26 0.27 0.14
C 0.5550 4.6145 6.9179 -0.23 0.26 -0.31
H 0.1356 4.6557 4.7836 0.04 -0.01 0.01
H 1.7679 5.1706 5.2210 -0.05 0.02 0.02
H 0.6516 2.3309 5.3571 0.04 0.02 -0.03
H 1.9988 2.8748 4.3704 -0.08 -0.09 0.05
H 2.3970 1.7319 6.8261 0.06 0.09 0.15
H 3.4589 3.0486 6.2634 -0.03 0.06 0.12
H 0.4571 5.6517 7.2340 0.07 -0.07 0.17
H -0.3670 4.0700 7.1245 0.06 -0.02 0.06
C 8.3532 -0.3175 -1.4415 0.06 0.04 0.02
C 8.6411 -1.4179 -0.4167 0.04 -0.09 -0.06
C 7.9486 -1.0194 0.8905 0.43 -0.34 0.06
S 6.5405 -0.0108 0.4254 -0.36 0.04 -0.26
O 6.7575 1.3284 0.9189 -0.07 -0.18 0.08
O 5.3182 -0.7279 0.6740 0.42 0.16 0.20
C 6.8604 -0.0267 -1.3324 0.35 -0.01 -0.40
H 8.6283 -0.6222 -2.4518 -0.01 0.02 0.03
H 8.9274 0.5788 -1.1905 -0.04 0.00 -0.03
H 8.2314 -2.3655 -0.7762 -0.01 0.05 0.01
H 9.7121 -1.5608 -0.2668 -0.04 -0.01 0.02
H 7.5982 -1.8889 1.4431 -0.12 0.14 0.07
H 8.5994 -0.4155 1.5221 -0.12 0.07 -0.01
H 6.5756 0.9284 -1.7680 -0.12 -0.01 0.15
H 6.2673 -0.8315 -1.7695 -0.07 0.05 0.08
C -6.8400 -5.3264 -3.4351 -0.03 0.04 0.08
C -7.2683 -3.9113 -3.8379 -0.09 -0.03 -0.04
C -6.0103 -3.0368 -3.8479 -0.46 0.25 0.11
S -4.6414 -4.1347 -4.2112 0.21 0.04 -0.07
O -3.7797 -4.1912 -3.0571 -0.02 -0.03 -0.38
O -4.1371 -3.8486 -5.5338 0.12 -0.03 0.28
C -5.6027 -5.6392 -4.2691 -0.34 -0.31 0.08
H -7.6332 -6.0546 -3.6076 0.03 0.01 0.02
H -6.5882 -5.3465 -2.3713 0.02 -0.03 -0.04
H -7.7087 -3.9355 -4.8386 0.03 -0.02 0.03
H -8.0210 -3.5085 -3.1593 0.04 0.01 -0.03
H -6.0606 -2.2629 -4.6113 0.19 -0.01 0.04
H -5.8275 -2.5848 -2.8724 0.14 -0.05 -0.04
H -5.0158 -6.4672 -3.8767 0.14 0.12 -0.05
H -5.8660 -5.8253 -5.3111 0.06 0.04 0.01
```
Forces are in eV/Å.

Values from the calculation:
HOMO-LUMO gap	3.539	eV
total energy	-82704.4977	eV
HOMO	-1.531	eV
charge	-1

Here are the Mulliken charges for atoms 1 to 99, given in e:
1 C -0.3402
2 C -0.2078
3 C -0.8470
4 C 2.8645
5 C -2.0865
6 C -0.9800
7 C -0.3191
8 C -1.0591
9 C 0.4470
10 C -0.3241
11 C -1.1334
12 C -0.4642
13 C -0.5036
14 C -0.8799
15 C -0.1984
16 O -0.4748
17 C -0.5148
18 C 0.5435
19 C 0.2943
20 C -0.9899
21 F -0.5007
22 H 0.4974
23 H -0.4284
24 H 0.0315
25 H 0.5115
26 H -0.2736
27 H 0.0505
28 H 0.4692
29 H -0.7036
30 H 0.4575
31 H 0.4297
32 H 0.2910
33 H -0.3354
34 H 0.3486
35 H 0.3604
36 H 0.3518
37 H -0.8630
38 H 0.2978
39 H 0.2289
40 H 0.3207
41 H 0.3562
42 H 0.5959
43 H 0.2631
44 H 0.4411
45 H 0.1551
46 H 0.3627
47 H 0.3744
48 H 0.4040
49 H 0.1755
50 H 0.1749
51 H 0.2986
52 H 0.1759
53 H 0.3351
54 H 0.0509
55 H -0.4303
56 H 0.2927
57 H 0.3535
58 H -0.1623
59 H 0.4132
60 C -0.7370
61 C -0.0476
62 C -0.7109
63 S 1.1711
64 O -0.6645
65 O -0.6839
66 C -0.7258
67 H 0.3556
68 H 0.3345
69 H 0.2435
70 H -0.0218
71 H 0.3455
72 H 0.3991
73 H 0.4117
74 H 0.3510
75 C -0.7817
76 C -0.5974
77 C -0.7588
78 S 1.2788
79 O -0.7583
80 O -0.5721
81 C -0.5700
82 H 0.3761
83 H 0.3166
84 H 0.3047
85 H 0.3305
86 H 0.3135
87 H 0.3783
88 H 0.5010
89 H 0.2483
90 C -0.5888
91 C -0.7623
92 C 0.1730
93 S 1.0734
94 O -0.5525
95 O -0.7198
96 C -0.7394
97 H 0.3413
98 H 0.3172
99 H 0.3018



ORCA calculation (wB97M-V/def2-TZVPD) on a molecular structure, C31H30AuClIN4OS2Se.

```
72
Properties=species:S:1:pos:R:3:forces:R:3
Au 1.3859 0.2247 -2.3575 0.16 -0.21 0.17
Cl 0.2739 6.7864 -0.2731 -0.03 -0.01 0.00
C 0.8305 5.1423 -0.2937 0.00 0.05 0.01
C 1.6569 4.6915 0.7030 0.01 -0.01 -0.02
C 2.1144 3.3733 0.7254 -0.02 -0.05 0.04
I 3.3657 2.7457 2.2550 -0.03 -0.04 0.06
C 1.7480 2.4187 -0.2364 -0.06 -0.01 0.17
O 2.0374 1.1843 -0.1853 0.15 -0.09 0.07
C 0.9523 2.9492 -1.3219 -0.12 0.16 -0.04
N 0.6329 2.1066 -2.3446 -0.18 0.16 -0.08
C -0.1342 2.4849 -3.3509 0.02 0.04 -0.05
C -0.6425 3.7832 -3.4304 -0.04 -0.05 0.00
C -0.3434 4.6718 -2.4369 0.01 0.06 0.03
C 0.4637 4.2834 -1.3470 0.11 0.00 -0.05
H 1.9572 5.3733 1.4872 0.00 0.00 0.01
H -0.3519 1.7475 -4.1106 0.03 0.01 -0.02
H -1.2547 4.0609 -4.2756 -0.01 -0.01 0.00
H -0.7176 5.6858 -2.4744 0.01 0.00 0.01
S 3.5653 0.7103 -3.1689 0.09 -0.01 -0.15
C 3.5949 -1.0106 -3.0318 0.14 0.02 0.05
N 2.4340 -1.5012 -2.6669 -0.18 0.12 -0.09
C 2.4135 -2.8881 -2.5868 0.03 0.04 0.07
C 1.3247 -3.7005 -2.3042 0.03 -0.03 0.02
C 1.5242 -5.0674 -2.2876 0.02 0.00 0.01
C 2.7823 -5.6159 -2.5511 -0.01 -0.01 0.00
C 3.8649 -4.8097 -2.8495 0.02 0.02 -0.01
C 3.6684 -3.4341 -2.8697 -0.02 0.00 -0.01
S 4.8267 -2.1782 -3.2592 -0.06 -0.02 0.00
H 0.3565 -3.2601 -2.1184 -0.05 0.00 0.02
H 0.6917 -5.7244 -2.0753 -0.01 0.00 0.01
H 2.9105 -6.6892 -2.5334 0.00 0.00 0.00
H 4.8336 -5.2380 -3.0672 0.00 0.00 0.00
C -4.0457 -0.4107 0.8328 -0.01 0.00 0.02
C -4.2841 0.8754 0.0461 0.02 0.01 -0.01
C -3.4864 2.0888 0.5284 0.01 -0.01 0.00
C -2.0196 2.1291 0.1107 -0.07 -0.07 -0.02
N -1.1767 1.1549 0.8098 0.13 0.07 0.00
C -0.5855 0.0617 0.3074 0.20 0.02 -0.09
Se -0.7942 -0.5380 -1.4754 -0.25 -0.34 -0.03
N 0.1495 -0.5281 1.2586 -0.10 -0.02 -0.05
C 0.9407 -1.7536 1.1395 0.02 0.03 0.06
C 0.4432 -2.8467 2.0840 0.00 0.03 0.02
C -0.9799 -3.3323 1.8223 0.01 -0.02 0.04
C -1.1345 -4.1506 0.5483 -0.01 0.00 0.00
C 0.0748 0.2395 2.4119 -0.02 -0.06 0.02
C 0.6913 0.1085 3.6540 -0.04 0.01 0.02
C 0.3844 1.0627 4.5999 0.01 -0.01 -0.03
C -0.4932 2.1227 4.3207 0.04 0.05 0.00
C -1.0833 2.2672 3.0837 0.01 0.01 -0.02
C -0.7812 1.2961 2.1328 0.00 0.06 0.03
H -4.7910 -1.1631 0.5755 0.00 0.00 0.00
H -4.1137 -0.2308 1.9082 -0.01 0.00 0.00
H -3.0695 -0.8502 0.6305 0.08 -0.02 0.00
H -5.3438 1.1270 0.1142 0.00 0.02 0.00
H -4.0812 0.7079 -1.0165 -0.01 0.00 -0.01
H -3.5645 2.1696 1.6164 0.00 0.01 -0.01
H -3.9370 2.9973 0.1219 0.00 0.00 -0.01
H -1.5853 3.1095 0.3122 0.00 0.03 0.03
H -1.9223 1.9326 -0.9573 0.01 0.01 0.03
H 1.9776 -1.4907 1.3552 -0.01 0.05 -0.02
H 0.8869 -2.0643 0.0995 0.00 -0.05 -0.05
H 0.5076 -2.4852 3.1117 0.03 -0.05 -0.03
H 1.1466 -3.6803 2.0078 -0.02 -0.01 -0.02
H -1.6600 -2.4759 1.7980 -0.03 0.04 0.01
H -1.2944 -3.9325 2.6781 0.01 -0.01 -0.01
H -0.9296 -3.5487 -0.3366 0.01 0.03 -0.07
H -2.1500 -4.5349 0.4530 0.00 0.00 -0.01
H -0.4511 -5.0026 0.5459 0.00 0.00 0.00
H 1.3847 -0.6914 3.8690 0.01 0.04 0.00
H 0.8408 1.0016 5.5781 0.00 0.01 0.00
H -0.6966 2.8542 5.0905 0.00 -0.01 0.01
H -1.7398 3.0978 2.8671 -0.01 0.01 -0.01
```
Forces are in eV/Å.

Values from the calculation:
HOMO-LUMO gap	5.299	eV
total energy	-151970.5615	eV
energy relative to the best compared isomer or geometry (same formula, charge and spin)	0.2	kcal/mol
HOMO	-9.740	eV
charge	+1

Quick look at the Mulliken charges, all values in e:
1 Au 0.4235
2 Cl -0.2691
3 C 0.6889
4 C -0.3979
5 C -0.3656
6 I 0.0526
7 C 0.6120
8 O -0.5011
9 C 0.1003
10 N 0.0233
11 C -0.1784
12 C -0.9045
13 C -0.7974
14 C -0.0024
15 H 0.4562
16 H 0.4389
17 H 0.4632
18 H 0.4764
19 S -0.3566
20 C 0.4825
21 N -0.0431
22 C -0.2051
23 C -0.2727
24 C -0.7013
25 C -0.5805
26 C -0.4866
27 C 0.8905
28 S -0.1719
29 H 0.3183
30 H 0.4518
31 H 0.4017
32 H 0.4020
33 C -0.7418
34 C -0.5868
35 C -0.7697
36 C -1.1119
37 N 2.2099
38 C -1.3065
39 Se -0.2009
40 N 1.8189
41 C -0.6909
42 C -0.6569
43 C -0.2424
44 C -1.0369
45 C 0.5032
46 C -1.0319
47 C -1.0680
48 C -0.8368
49 C -1.3119
50 C 0.4170
51 H 0.4918
52 H 0.2807
53 H -0.0671
54 H 0.3739
55 H 0.2671
56 H 0.3568
57 H 0.4637
58 H 0.4323
59 H 0.2878
60 H 0.3798
61 H -0.1499
62 H 0.3441
63 H 0.5488
64 H -0.0199
65 H 0.4529
66 H 0.0482
67 H 0.4362
68 H 0.3328
69 H 0.5284
70 H 0.4359
71 H 0.4661
72 H 0.5058